[1]
CH14N2O4 | wB97M-V/def2-TZVPD

Its spin multiplicity is 2. Its charge is -1. The calculation puts the orbital gap (alpha / beta) at 2.961 / 9.749 eV. The total energy comes out at -456.9168 a.u. The HOMO energy (alpha / beta) is 0.5 / -6.4 eV. The value obtained for the relative energy (zero: lowest compared OMol25 entry of this formula, charge and spin) is 57.3 kJ/mol. The value obtained for the LUMO energy (alpha / beta) is 3.412 / 3.304 eV.

Geometry as XYZ:
```
21
Properties=species:S:1:pos:R:3:lowdin_charge:R:1
O 3.461 -2.988 1.169 -0.174
O -2.992 3.229 -1.623 -0.115
O 5.087 0.642 0.370 -0.155
O 1.578 -0.474 -0.916 -0.304
N -2.018 0.901 0.031 -0.030
N -2.988 -1.307 0.705 -0.029
C -3.168 0.112 0.500 -0.419
H 0.924 -1.174 -1.130 -0.070
H -1.833 0.620 -0.930 0.041
H 4.349 1.169 0.704 0.009
H 3.409 -3.175 2.122 0.016
H 2.291 -0.800 -1.496 -0.053
H 3.144 -2.084 1.032 -0.011
H -3.501 0.634 1.401 0.097
H -3.025 -1.611 1.662 0.039
H -2.097 -1.613 0.332 0.016
H -2.962 2.517 -0.946 -0.013
H -3.952 0.266 -0.252 0.088
H 4.918 0.594 -0.586 0.004
H -3.372 2.675 -2.331 0.027
H -1.194 0.642 0.557 0.037
```


[2]
CH2Cl2N2 | wB97M-V/def2-TZVPD

Its spin multiplicity is 3. The calculation puts the orbital gap (alpha / beta) at 6.224 / 6.663 eV. The total energy comes out at -1069.0050 a.u. The HOMO energy (alpha / beta) is -5.7 / -9.8 eV. The value obtained for the relative energy (zero: lowest compared OMol25 entry of this formula, charge and spin) is 43.6 kJ/mol. The value obtained for the LUMO energy (alpha / beta) is 0.493 / -3.167 eV.

Geometry as XYZ:
```
7
Properties=species:S:1:pos:R:3:lowdin_charge:R:1
Cl 0.979 2.093 1.570 0.540
Cl 3.877 0.910 1.050 0.450
N 0.087 0.134 0.187 0.056
N 2.473 0.272 0.250 -0.398
C 1.308 0.619 0.576 -0.906
H 0.154 -0.865 -0.287 0.172
H -0.818 0.583 0.253 0.087
```


[3]
C4H4N2S | wB97M-V/def2-TZVPD

The calculation puts the orbital gap (alpha / beta) at 6.504 / 6.494 eV. The total energy comes out at -662.3604 a.u. As for the SMILES: N=C=C/C=C\N=S. The HOMO energy (alpha / beta) is -7.8 / -7.8 eV. The value obtained for the relative energy (zero: lowest compared OMol25 entry of this formula, charge and spin) is 433.7 kJ/mol. The value obtained for the LUMO energy (alpha / beta) is -1.278 / -1.268 eV.

Geometry as XYZ:
```
11
Properties=species:S:1:pos:R:3:lowdin_charge:R:1
S -1.165 -2.314 -2.430 0.523
N -1.747 1.655 1.386 0.260
N -0.694 -1.198 -1.322 -0.503
C 1.074 -0.143 -0.125 -0.065
C 0.571 -1.078 -0.970 -0.380
C 0.572 0.728 0.913 -0.070
C -0.680 1.182 1.202 -0.089
H 2.076 -0.152 -0.179 0.061
H -2.722 1.616 1.511 0.097
H 1.226 1.281 1.424 0.051
H 1.488 -1.576 -1.410 0.115
```


[4]
C5H10O | wB97M-V/def2-TZVPD

The calculation puts the orbital gap at 11.143 eV. The total energy comes out at -271.7483 a.u. As for the SMILES: OC1CCCC1. The HOMO energy is -10.2 eV. The value obtained for the relative energy (zero: lowest compared OMol25 entry of this formula, charge and spin) is 11.3 kJ/mol. The value obtained for the LUMO energy is 0.976 eV.

Geometry as XYZ:
```
16
Properties=species:S:1:pos:R:3:lowdin_charge:R:1
O -1.708 0.279 0.933 -0.033
C 1.037 -0.892 0.195 -0.175
C -0.309 -1.074 -0.548 -0.146
C -1.073 0.239 -0.339 -0.403
C 0.037 1.284 -0.297 -0.152
C 1.116 0.610 0.561 -0.187
H -2.291 -0.487 0.992 0.092
H -1.811 0.427 -1.136 0.140
H -0.322 2.234 0.112 0.116
H 2.113 1.027 0.386 0.103
H 0.872 0.754 1.618 0.105
H 1.090 -1.520 1.090 0.102
H 1.876 -1.188 -0.444 0.100
H 0.404 1.470 -1.315 0.118
H -0.885 -1.935 -0.187 0.108
H -0.147 -1.226 -1.622 0.111
```


[5]
C28H72BO40P8 | wB97M-V/def2-TZVPD

Its spin multiplicity is 2. Its charge is -2. The calculation puts the orbital gap (alpha / beta) at 2.228 / 7.503 eV. The total energy comes out at -6876.1582 a.u. The HOMO energy (alpha / beta) is 1.2 / -4.1 eV. The value obtained for the LUMO energy (alpha / beta) is 3.427 / 3.427 eV.

Geometry as XYZ:
```
149
Properties=species:S:1:pos:R:3:lowdin_charge:R:1
P -1.709 2.869 5.077 0.437
P -0.002 -0.583 -5.745 0.486
P -1.734 -7.003 0.773 0.513
P 4.257 -1.201 6.902 0.468
P -1.199 4.671 -0.979 0.488
P 4.763 1.232 -4.790 0.455
P -7.233 -1.696 -4.440 0.538
P 3.758 3.944 2.443 0.500
O -6.638 -3.111 -3.847 -0.222
O -0.207 3.431 -0.777 -0.249
O -3.208 -6.243 0.828 -0.242
O -1.784 -8.063 2.029 -0.275
O 2.744 5.001 1.736 -0.217
O 4.838 0.896 -3.178 -0.231
O 5.147 4.430 2.665 -0.261
O -3.196 -0.416 -1.198 -0.019
O -0.846 -0.661 -4.350 -0.222
O 2.782 -1.866 6.833 -0.237
O 5.200 0.117 -5.633 -0.233
O -1.033 -2.911 -0.148 0.184
O 2.858 -1.356 0.822 0.012
O -0.958 -1.387 -6.793 -0.218
O 1.266 -1.596 -5.513 -0.197
O 5.617 2.588 -5.054 -0.219
O -0.305 2.173 4.948 -0.254
O -6.008 -0.569 -4.433 -0.236
O -2.212 -3.212 -2.129 -0.016
O 4.162 0.245 7.645 -0.233
O 0.644 -1.226 0.133 0.186
O -0.198 5.994 -1.019 -0.263
O -8.132 -1.224 -3.207 -0.240
O -0.372 -2.181 2.060 0.174
O -2.616 1.889 4.146 -0.224
O -1.633 4.580 -2.542 -0.237
O 4.563 -0.762 5.334 -0.234
O 2.961 3.541 3.848 -0.240
O -2.148 3.097 6.491 -0.267
O 0.350 0.774 -6.204 -0.250
O 1.424 -2.303 3.438 0.007
O -1.569 4.191 4.130 -0.225
O 5.244 -2.126 7.499 -0.267
O -1.347 -7.635 -0.509 -0.252
O -8.029 -1.982 -5.739 -0.309
O -0.650 -5.911 1.415 -0.238
O 3.567 2.688 1.435 -0.240
O -1.682 -0.770 0.433 0.162
O -2.385 4.670 -0.032 -0.266
O 3.249 1.688 -4.939 -0.205
C 4.089 0.303 9.096 -0.094
C -0.839 7.304 -0.950 -0.094
C -2.216 -1.030 -0.716 -0.437
C -0.760 4.625 -3.678 -0.093
C 3.661 2.874 4.863 -0.124
C -1.422 -2.621 -6.488 -0.173
C -1.794 -2.511 -1.163 -0.358
C -0.650 -5.413 2.759 -0.105
C -0.518 -8.620 2.507 -0.092
C 2.354 -1.444 -6.414 -0.141
C -5.700 -3.132 -2.860 -0.157
C 0.936 -2.129 2.295 -0.355
C 0.382 1.380 5.941 -0.043
C 4.449 -1.696 4.266 -0.104
C 4.200 -0.246 -2.676 -0.110
C -2.526 5.265 4.302 -0.101
C -2.271 -0.331 -4.263 -0.071
C -6.245 0.548 -5.424 -0.051
C 2.572 -3.309 6.752 -0.084
C 1.635 -1.574 0.949 -0.370
C 7.001 2.532 -5.299 -0.117
C -2.183 1.311 2.948 -0.111
C -0.705 2.043 -0.687 -0.033
C 2.940 5.225 0.331 -0.114
C 2.288 2.095 1.379 -0.088
C -9.018 -2.155 -2.585 -0.092
C 2.691 2.594 -4.064 -0.119
C -3.423 -5.418 -0.395 -0.072
B -0.599 -1.805 0.660 -0.942
H 7.586 3.003 -4.509 0.084
H 7.227 3.007 -6.254 0.091
H -2.350 0.248 3.124 0.097
H -2.696 -5.553 -1.196 0.075
H 5.400 -1.933 3.789 0.087
H 3.749 -0.629 9.546 0.079
H -0.942 -4.364 2.789 0.075
H -4.441 -5.661 -0.700 0.078
H 3.408 4.550 -0.386 0.093
H 3.356 -1.199 -6.062 0.049
H -0.233 1.476 -1.489 0.097
H 2.573 -2.306 -7.043 0.085
H 4.152 -2.708 4.539 0.075
H 0.330 -5.441 3.235 0.092
H 1.963 5.405 -0.118 0.062
H 0.946 0.601 5.428 0.095
H 7.259 1.479 -5.178 0.078
H -1.163 1.530 2.630 0.081
H -9.286 -2.928 -3.305 0.088
H 4.749 2.934 4.902 0.088
H -2.271 5.892 5.157 0.079
H 3.546 6.120 0.191 0.083
H -6.922 0.229 -6.217 0.066
H -0.388 1.701 0.298 0.070
H 3.219 -0.386 -3.131 0.089
H -0.402 -8.111 3.463 0.072
H 2.391 -0.560 -7.050 0.083
H -1.047 3.962 -4.494 0.093
H -5.265 0.836 -5.807 0.078
H 3.255 3.282 5.788 0.089
H -2.787 1.592 2.085 0.093
H -4.875 -3.821 -3.045 0.091
H 2.452 1.981 -3.195 0.097
H 3.738 -1.320 3.530 0.074
H 5.132 0.241 9.408 0.080
H 0.848 2.001 6.706 0.090
H -3.590 5.062 4.185 0.092
H -1.456 -5.839 3.357 0.084
H 2.487 1.368 0.591 0.093
H 3.371 1.848 4.638 0.082
H -6.067 -3.481 -1.895 0.081
H -1.779 1.869 -0.752 0.086
H -2.211 5.917 3.487 0.078
H 3.368 3.395 -3.768 0.089
H -0.802 -3.010 -5.680 0.082
H -2.556 0.147 -5.200 0.078
H 4.862 -1.104 -2.783 0.094
H -3.392 -4.385 -0.051 0.081
H -2.505 0.278 -3.389 0.071
H 3.616 1.163 9.572 0.086
H -8.403 -2.464 -1.740 0.088
H 2.078 1.527 2.285 0.095
H -5.382 -2.121 -2.604 0.087
H -0.784 5.676 -3.965 0.081
H 1.857 3.135 -4.512 0.080
H -2.928 -1.174 -4.049 0.075
H 3.969 -0.229 -1.610 0.083
H -0.541 0.929 6.307 0.082
H -0.784 7.798 0.021 0.087
H -1.209 -3.441 -7.174 0.092
H 0.389 -8.426 1.934 0.092
H -0.233 7.980 -1.553 0.075
H 1.818 -3.582 7.491 0.083
H 0.303 4.427 -3.538 0.064
H 2.114 -3.509 5.784 0.069
H -0.793 -9.664 2.655 0.084
H -2.408 -2.623 -6.022 0.092
H 1.587 2.891 1.127 0.079
H 3.485 -3.904 6.755 0.081
H -1.787 7.319 -1.488 0.086
H -6.670 1.422 -4.931 0.083
H -9.927 -1.722 -2.167 0.084
```


[6]
C4H10N2O2 | wB97M-V/def2-TZVPD

The calculation puts the orbital gap at 9.074 eV. The total energy comes out at -418.2840 a.u. As for the SMILES: [H]/N=N\[C@@H](C)C(C)(O)O. The HOMO energy is -8.3 eV. The value obtained for the relative energy (zero: lowest compared OMol25 entry of this formula, charge and spin) is 464.5 kJ/mol. The value obtained for the LUMO energy is 0.785 eV.

Geometry as XYZ:
```
18
Properties=species:S:1:pos:R:3:lowdin_charge:R:1
O -1.168 1.012 1.329 -0.148
O -1.747 0.727 -1.120 0.043
N 1.894 1.004 1.563 0.036
N 1.025 1.425 0.873 -0.013
C 0.500 0.547 -0.562 -0.222
C -0.874 0.206 -0.196 -0.474
C 1.451 -0.566 -0.914 -0.077
C -1.202 -1.199 0.252 -0.012
H 0.541 1.389 -1.251 0.135
H 2.365 -0.173 -1.357 0.083
H -1.167 -1.883 -0.598 0.094
H -0.503 -1.509 1.024 0.092
H -2.646 0.627 -0.783 0.116
H 0.991 -1.265 -1.612 0.087
H -2.205 -1.226 0.670 0.091
H -1.283 1.968 1.268 0.048
H 1.747 -1.134 -0.021 0.065
H 2.282 0.050 1.436 0.056
```


[7]
C7H15Cl2N4OS | wB97M-V/def2-TZVPD

Its charge is +1. The calculation puts the orbital gap at 7.019 eV. The total energy comes out at -1888.1782 a.u. The HOMO energy is -11.6 eV. The value obtained for the LUMO energy is -4.630 eV.

Geometry as XYZ:
```
30
Properties=species:S:1:pos:R:3:lowdin_charge:R:1
Cl -2.002 4.014 0.862 0.551
Cl 0.072 3.110 -1.692 0.534
S 2.502 -3.369 -2.944 0.688
O -0.883 -1.514 2.929 0.011
N 0.028 -1.282 0.334 0.067
N 1.468 -1.300 3.520 0.225
N -1.217 -0.303 2.276 0.121
N -1.497 0.443 0.118 0.288
C -0.558 -2.598 -0.074 -0.146
C -0.364 4.646 0.530 -0.642
C -0.073 4.725 -0.949 -0.644
C 0.345 -1.358 3.463 -0.280
C 1.328 -2.381 -1.898 -0.567
C -0.891 -0.401 0.876 -0.303
C 0.277 -3.296 -1.214 -0.242
H 0.839 -1.407 0.942 0.133
H -1.613 -2.431 -0.377 0.131
H -1.461 0.415 -0.898 0.153
H 0.803 -1.677 -2.576 0.069
H -0.315 5.642 0.970 0.082
H 0.876 5.236 -1.111 0.082
H -0.459 -3.627 -1.980 0.116
H -0.575 -3.311 0.781 0.124
H 0.737 -4.232 -0.837 0.106
H 0.353 4.010 1.046 0.066
H -0.567 0.400 2.655 0.163
H 1.973 -1.837 -1.178 0.063
H -0.848 5.271 -1.483 0.076
H -1.994 1.229 0.548 0.107
H 3.717 -2.818 -2.641 -0.134
```


[8]
C20H36F2MnN2OSi3 | wB97M-V/def2-TZVPD

Its spin multiplicity is 6. The calculation puts the orbital gap (alpha / beta) at 6.390 / 7.114 eV. The total energy comes out at -3187.7415 a.u. The HOMO energy (alpha / beta) is -7.0 / -7.7 eV. The value obtained for the relative energy (zero: lowest compared OMol25 entry of this formula, charge and spin) is 2.4 kJ/mol. The value obtained for the LUMO energy (alpha / beta) is -0.603 / -0.631 eV.

Geometry as XYZ:
```
65
Properties=species:S:1:pos:R:3:lowdin_charge:R:1
Mn -0.891 -0.222 0.184 0.896
Si -0.116 -3.234 1.292 0.406
Si 2.212 -1.513 0.260 0.322
Si 0.284 -2.605 -1.902 0.404
F -2.836 -0.991 1.128 -0.191
F -3.299 -2.263 -0.646 -0.071
O 2.192 0.116 -0.180 -0.351
N -2.473 1.813 0.632 0.091
N 0.175 1.875 0.100 0.050
C -1.960 3.020 0.277 -0.162
C 1.432 -4.028 -2.429 -0.179
C -2.840 -1.003 -0.350 -0.317
C -0.754 5.489 -0.253 -0.067
C -2.115 5.424 -0.125 -0.029
C -1.724 -4.195 1.049 -0.176
C 0.495 -2.127 -0.096 -0.498
C -3.763 1.758 0.876 -0.120
C 0.642 -0.996 -2.875 -0.182
C 3.381 0.884 -0.196 -0.147
C 2.836 -1.537 2.057 -0.154
C 0.024 4.323 -0.158 -0.013
C -0.340 -2.098 2.839 -0.183
C 3.640 -2.263 -0.741 -0.171
C -1.354 -3.222 -2.627 -0.185
C -2.744 4.194 0.160 -0.149
C -0.565 3.106 0.067 -0.221
C -4.637 2.849 0.727 -0.031
C -4.135 4.066 0.365 -0.001
C 1.150 -4.591 1.725 -0.189
H 1.031 -4.968 -2.040 0.033
H 3.487 -2.130 -1.814 0.027
H 1.450 -4.108 -3.520 0.030
H 2.561 -0.617 2.580 0.035
H -4.779 4.930 0.252 0.121
H 0.439 -1.084 -3.945 0.029
H 4.593 -1.796 -0.478 0.026
H -1.218 -2.369 3.428 0.031
H -1.733 -5.068 1.707 0.031
H 1.163 -4.806 2.798 0.031
H 0.527 -2.119 3.501 0.014
H -3.677 -0.344 -0.622 0.054
H 2.165 -4.334 1.418 0.008
H 2.429 -2.370 2.630 0.000
H -2.721 6.314 -0.233 0.116
H -2.602 -3.592 1.271 0.014
H -2.092 -2.429 -2.729 0.016
H -1.164 -3.637 -3.620 0.032
H -0.470 -1.054 2.533 -0.007
H 1.675 -0.666 -2.749 0.015
H -0.268 6.435 -0.447 0.108
H 3.741 -3.332 -0.546 0.031
H -4.148 0.812 1.234 0.106
H 2.458 -3.937 -2.078 -0.013
H 3.924 -1.623 2.093 0.035
H -1.799 -4.012 -2.020 0.012
H 3.735 1.096 0.821 0.086
H -0.014 -0.212 -2.478 0.000
H 4.184 0.372 -0.732 0.074
H 0.879 -5.518 1.213 0.026
H -5.692 2.715 0.920 0.110
H -1.818 -4.550 0.022 0.011
H 1.099 4.384 -0.280 0.117
H 0.998 1.964 0.682 0.094
H 0.524 1.653 -0.830 0.091
H 3.195 1.833 -0.707 0.077
```